ORCA calculation (wB97M-V/def2-TZVPD) on the molecule C5H10O.

Properties
**LUMO level**: 0.9 eV
**ΔE to the lowest compared entry with this formula, charge and spin**: 0.800 eV
**HOMO**: -8.383 eV
**SMILES**: C/C=C(\O)CC

```
16
C5H10O | the Open Molecules 2025 dataset | wB97M-V/def2-TZVPD
C -1.14 0.50 -2.15
C 0.10 0.21 -1.34
C 0.20 0.39 -0.02
O -0.62 1.27 0.64
C 1.14 -0.34 0.90
C 0.43 -0.99 2.10
H -0.96 0.99 -3.11
H -1.61 -0.47 -2.37
H -1.91 1.08 -1.61
H 0.90 -0.31 -1.85
H -0.87 1.91 -0.04
H 1.91 0.35 1.28
H 1.65 -1.12 0.32
H -0.22 -1.81 1.80
H 1.17 -1.39 2.80
H -0.18 -0.26 2.65
```

Here are the natural (NBO) charges for atoms 1 to 4, given in e:
1 C -0.64
2 C -0.32
3 C 0.33
4 O -0.69